A cluster of 2 separate species, C2F3NO in total in a non-equilibrium geometry. Source: the Open Molecules 2025 dataset; level of theory: ωB97M-V/def2-TZVPD.

Calculated values
E_HOMO (spin up / spin down): -11.9931 / -8.9811 eV
Energy above the lowest of the compared OMol25 structures with the same formula, charge and spin: 399.8 kJ/mol
Electronic energy: -505.650219 Eh
Gap between HOMO and LUMO (spin up / spin down): 0.446 / 0.196 hartree

Cartesian coordinates (Å):
C  -0.52087  2.14803  1.13123
C  0.44483  -1.36092  -0.84955
N  -0.95970  2.96844  1.86762
O  -0.33528  1.23448  0.46357
F  -0.01510  -1.46043  -2.02444
F  1.71377  -1.50180  -0.58632
F  -0.32766  -2.02780  -0.00212

Cartesian forces, eV/Å:
-0.469 -0.411 -0.019
-1.156 2.197 3.211
-0.677 2.712 2.045
1.108 -2.223 -1.972
0.286 -0.846 -2.616
0.586 -0.902 -0.790
0.322 -0.527 0.140